1.
{"formula": "C39H84N2O9", "method": "ωB97M-V/def2-TZVPD", "lumo_energy_ev": 0.32, "total_energy_ev": -63210.9200, "smiles": "CCN(CC)CC.CCN(CC)CC.CC(C)=O.CC(C)=O.CC(C)=O.CC(C)=O.CC(C)=O.CC(C)=O.CC(C)=O.CC(C)=O.CC(C)=O", "orbital_gap_ha": 0.2950, "symbols": ["C", "C", "N", "C", "C", "C", "C", "H", "H", "H", "H", "H", "H", "H", "H", "H", "H", "H", "H", "H", "H", "H", "C", "C", "N", "C", "C", "C", "C", "H", "H", "H", "H", "H", "H", "H", "H", "H", "H", "H", "H", "H", "H", "H", "C", "C", "C", "O", "H", "H", "H", "H", "H", "H", "C", "C", "C", "O", "H", "H", "H", "H", "H", "H", "C", "C", "C", "O", "H", "H", "H", "H", "H", "H", "C", "C", "C", "O", "H", "H", "H", "H", "H", "H", "C", "C", "C", "O", "H", "H", "H", "H", "H", "H", "C", "C", "C", "O", "H", "H", "H", "H", "H", "H", "C", "C", "C", "O", "H", "H", "H", "H", "H", "H", "C", "C", "C", "O", "H", "H", "H", "H", "H", "H", "C", "C", "C", "O", "H", "H", "H", "H", "H", "H"], "coordinates": [[0.144, -5.408, -4.446], [-1.364, -5.353, -4.243], [-1.712, -5.114, -2.833], [-1.076, -3.901, -2.227], [-1.535, -3.599, -0.777], [-3.169, -5.288, -2.627], [-4.131, -4.208, -3.235], [0.571, -4.422, -4.260], [0.313, -5.791, -5.453], [0.738, -5.979, -3.733], [-1.770, -4.533, -4.836], [-1.762, -6.313, -4.573], [-0.008, -4.118, -2.204], [-1.201, -3.057, -2.906], [-0.998, -2.711, -0.442], [-2.576, -3.290, -0.871], [-1.236, -4.284, 0.016], [-3.291, -5.300, -1.544], [-3.441, -6.293, -2.948], [-3.839, -3.187, -2.993], [-5.111, -4.425, -2.808], [-4.111, -4.340, -4.317], [0.581, -0.694, 5.872], [1.714, -1.060, 4.893], [1.796, -0.098, 3.785], [2.274, 1.247, 4.232], [2.428, 2.274, 3.099], [2.543, -0.723, 2.701], [4.078, -1.017, 2.942], [0.758, 0.193, 6.480], [0.376, -1.538, 6.531], [-0.334, -0.434, 5.339], [2.658, -1.167, 5.426], [1.365, -1.996, 4.457], [1.527, 1.700, 4.884], [3.213, 1.239, 4.784], [2.756, 3.235, 3.494], [3.261, 1.992, 2.456], [1.619, 2.445, 2.389], [2.352, -0.159, 1.788], [2.044, -1.679, 2.541], [4.622, -1.515, 2.140], [4.195, -1.657, 3.816], [4.577, -0.090, 3.227], [3.429, 5.792, 1.679], [2.367, 5.867, 0.532], [1.213, 4.877, 0.477], [2.460, 6.762, -0.307], [4.473, 5.865, 1.374], [3.149, 4.924, 2.275], [3.204, 6.591, 2.386], [0.474, 5.064, 1.257], [1.588, 3.857, 0.555], [0.671, 4.967, -0.464], [5.615, 3.542, -0.215], [4.490, 2.534, -0.163], [4.763, 1.095, 0.289], [3.339, 2.876, -0.475], [6.202, 3.575, 0.703], [5.205, 4.543, -0.343], [6.258, 3.398, -1.083], [5.046, 1.050, 1.340], [5.564, 0.679, -0.323], [3.846, 0.510, 0.213], [-3.591, 2.355, -1.265], [-3.810, 3.744, -0.681], [-5.010, 3.858, 0.215], [-3.019, 4.648, -0.836], [-4.489, 1.902, -1.685], [-3.181, 1.722, -0.478], [-2.957, 2.413, -2.149], [-4.720, 4.330, 1.153], [-5.438, 2.883, 0.449], [-5.801, 4.424, -0.278], [-6.047, -0.587, 1.939], [-5.659, -0.226, 0.572], [-4.307, -0.798, 0.111], [-6.294, 0.487, -0.198], [-6.128, -1.667, 2.064], [-7.007, -0.102, 2.113], [-5.365, -0.149, 2.668], [-4.103, -1.811, 0.458], [-3.471, -0.191, 0.458], [-4.321, -0.815, -0.979], [-0.525, 0.915, 0.696], [-0.364, 0.663, -0.784], [0.960, 1.079, -1.410], [-1.234, 0.097, -1.443], [-0.425, 1.964, 0.972], [0.219, 0.339, 1.247], [-1.539, 0.608, 0.954], [1.037, 0.936, -2.487], [1.732, 0.530, -0.872], [1.183, 2.125, -1.199], [3.748, 0.027, -3.800], [3.860, -1.235, -2.953], [2.601, -2.036, -2.692], [4.938, -1.567, -2.502], [2.730, 0.418, -3.797], [3.987, -0.237, -4.830], [4.439, 0.735, -3.343], [1.754, -1.385, -2.471], [2.722, -2.727, -1.858], [2.223, -2.649, -3.510], [-2.087, 3.659, 2.463], [-2.508, 2.426, 3.232], [-2.140, 2.379, 4.714], [-3.142, 1.500, 2.708], [-1.048, 3.836, 2.740], [-2.700, 4.504, 2.776], [-2.072, 3.628, 1.373], [-2.693, 3.159, 5.237], [-1.087, 2.629, 4.847], [-2.434, 1.411, 5.119], [1.009, 0.570, -6.408], [1.630, -0.806, -6.415], [2.644, -1.156, -7.515], [1.415, -1.629, -5.523], [0.144, 0.650, -7.067], [1.782, 1.256, -6.754], [0.647, 0.660, -5.384], [2.485, -0.611, -8.445], [2.762, -2.227, -7.684], [3.639, -0.863, -7.179], [-1.836, -3.819, 4.065], [-2.432, -2.926, 3.031], [-1.635, -1.716, 2.655], [-3.523, -3.164, 2.504], [-1.696, -4.832, 3.688], [-2.455, -3.944, 4.954], [-0.855, -3.400, 4.289], [-0.694, -1.906, 2.138], [-1.439, -1.162, 3.572], [-2.207, -1.084, 1.976]]}



2.
{"formula": "C39H84N4O14PS5", "method": "ωB97M-V/def2-TZVPD", "total_charge": 1, "lumo_energy_ev": -3.09, "total_energy_ev": -139887.2224, "orbital_gap_ha": 0.2607, "symbols": ["C", "C", "C", "C", "C", "C", "C", "C", "C", "C", "C", "N", "C", "N", "N", "C", "O", "C", "C", "O", "C", "C", "O", "C", "C", "P", "N", "O", "H", "H", "H", "H", "H", "H", "H", "H", "H", "H", "H", "H", "H", "H", "H", "H", "H", "H", "H", "H", "H", "H", "H", "H", "H", "H", "H", "H", "H", "H", "H", "H", "H", "H", "H", "H", "H", "H", "H", "H", "H", "H", "H", "H", "C", "C", "C", "S", "O", "O", "C", "H", "H", "H", "H", "H", "H", "H", "H", "C", "C", "C", "S", "O", "O", "C", "H", "H", "H", "H", "H", "H", "H", "H", "C", "C", "C", "S", "O", "O", "C", "H", "H", "H", "H", "H", "H", "H", "H", "C", "C", "C", "S", "O", "O", "C", "H", "H", "H", "H", "H", "H", "H", "H", "C", "C", "C", "S", "O", "O", "C", "H", "H", "H", "H", "H", "H", "H", "H"], "coordinates": [[-4.803, 4.052, 0.429], [-5.872, 3.027, 0.005], [-5.203, 1.687, -0.427], [-5.525, 1.332, -1.880], [-6.906, 0.691, -2.105], [-7.285, -0.421, -1.100], [-7.777, -1.693, -1.790], [-6.736, -2.496, -2.609], [-5.248, -2.213, -2.355], [-4.491, -3.415, -1.779], [-4.880, -3.633, -0.327], [-4.704, -2.422, 0.525], [-3.460, -2.078, 0.779], [-3.258, -1.070, 1.693], [-2.433, -2.654, 0.207], [-1.101, -2.331, 0.752], [-0.122, -3.010, 0.046], [1.133, -2.628, 0.624], [1.721, -1.378, -0.056], [2.780, -1.682, -0.909], [2.392, -1.876, -2.276], [3.101, -0.934, -3.252], [3.377, -1.713, -4.409], [4.581, -1.313, -5.078], [5.778, -1.980, -4.403], [-5.559, -2.511, 2.155], [-6.511, -3.906, 2.252], [-6.699, -1.334, 2.065], [-5.207, 5.053, 0.284], [-3.915, 3.979, -0.188], [-4.568, 3.936, 1.480], [-6.452, 2.802, 0.898], [-6.526, 3.410, -0.770], [-4.127, 1.845, -0.372], [-5.443, 0.894, 0.282], [-5.517, 2.263, -2.445], [-4.754, 0.712, -2.334], [-6.957, 0.250, -3.096], [-7.670, 1.463, -2.059], [-6.444, -0.699, -0.462], [-8.058, -0.042, -0.434], [-8.266, -2.342, -1.062], [-8.579, -1.405, -2.467], [-6.921, -3.552, -2.415], [-6.936, -2.381, -3.667], [-5.020, -1.364, -1.717], [-4.772, -2.011, -3.310], [-3.433, -3.249, -1.952], [-4.758, -4.304, -2.345], [-5.934, -3.888, -0.300], [-4.361, -4.503, 0.087], [-3.396, -0.109, 1.424], [-2.926, -1.321, 2.610], [-2.537, -3.668, 0.153], [-0.876, -1.272, 0.674], [-1.062, -2.653, 1.797], [1.015, -2.362, 1.687], [1.861, -3.428, 0.578], [0.895, -0.852, -0.548], [2.091, -0.718, 0.729], [1.319, -1.757, -2.422], [2.668, -2.884, -2.575], [4.011, -0.520, -2.822], [2.449, -0.112, -3.545], [4.703, -0.229, -5.034], [4.538, -1.609, -6.122], [5.747, -1.756, -3.341], [5.728, -3.053, -4.568], [6.692, -1.615, -4.862], [-7.443, -3.812, 1.849], [-6.045, -4.752, 1.941], [-6.523, -0.855, 1.233], [5.226, 4.668, -4.421], [4.846, 4.519, -2.941], [4.213, 3.134, -2.769], [4.933, 2.094, -4.035], [3.883, 1.713, -4.954], [5.802, 1.120, -3.419], [5.922, 3.364, -4.801], [5.872, 5.529, -4.588], [4.324, 4.800, -5.024], [5.746, 4.590, -2.327], [4.165, 5.306, -2.616], [4.433, 2.705, -1.792], [3.136, 3.163, -2.928], [5.971, 3.196, -5.874], [6.913, 3.298, -4.362], [5.673, 0.549, 3.594], [5.649, -0.836, 2.935], [5.277, -0.640, 1.458], [5.842, 1.004, 1.022], [4.692, 1.824, 0.719], [6.953, 0.893, 0.113], [6.456, 1.449, 2.640], [6.132, 0.520, 4.581], [4.652, 0.923, 3.707], [6.640, -1.287, 3.008], [4.947, -1.506, 3.430], [5.762, -1.370, 0.815], [4.201, -0.671, 1.305], [6.293, 2.511, 2.814], [7.522, 1.224, 2.663], [-0.692, -0.796, 6.830], [-1.351, -1.833, 5.909], [-0.537, -1.864, 4.608], [1.140, -1.387, 5.044], [1.444, -0.135, 4.401], [2.000, -2.534, 4.914], [0.807, -1.084, 6.774], [-1.073, -0.861, 7.847], [-0.893, 0.211, 6.458], [-1.321, -2.815, 6.385], [-2.397, -1.596, 5.716], [-0.510, -2.858, 4.165], [-0.908, -1.138, 3.884], [1.423, -0.258, 7.122], [1.054, -1.993, 7.321], [-9.213, 2.523, 4.416], [-8.861, 1.244, 3.644], [-7.336, 1.083, 3.697], [-6.800, 1.878, 5.214], [-5.986, 3.017, 4.871], [-6.339, 0.873, 6.140], [-8.416, 2.456, 5.716], [-10.282, 2.600, 4.608], [-8.910, 3.400, 3.838], [-9.339, 0.387, 4.122], [-9.216, 1.283, 2.614], [-7.039, 0.045, 3.722], [-6.848, 1.591, 2.865], [-8.320, 3.416, 6.218], [-8.834, 1.716, 6.399], [10.755, -0.140, -3.664], [11.752, 0.919, -4.154], [10.961, 1.950, -4.969], [9.293, 1.934, -4.305], [8.399, 1.448, -5.326], [9.040, 3.175, -3.611], [9.561, 0.634, -3.112], [11.193, -0.789, -2.907], [10.439, -0.764, -4.502], [12.217, 1.407, -3.294], [12.551, 0.478, -4.749], [11.373, 2.952, -4.871], [10.903, 1.675, -6.021], [8.658, 0.035, -3.018], [9.800, 1.105, -2.158]]}



3.
{"formula": "C39H85N7O30", "method": "ωB97M-V/def2-TZVPD", "lumo_energy_ev": -0.66, "total_energy_ev": -113656.6720, "e_above_lowest_kcal_mol": 0.0, "orbital_gap_ha": 0.3372, "symbols": ["C", "N", "O", "O", "H", "H", "H", "C", "N", "O", "O", "H", "H", "H", "C", "N", "O", "O", "H", "H", "H", "C", "N", "O", "O", "H", "H", "H", "C", "N", "O", "O", "H", "H", "H", "C", "N", "O", "O", "H", "H", "H", "C", "N", "O", "O", "H", "H", "H", "O", "C", "O", "C", "C", "C", "H", "H", "H", "H", "H", "H", "H", "H", "O", "C", "O", "C", "C", "C", "H", "H", "H", "H", "H", "H", "H", "H", "O", "C", "O", "C", "C", "C", "H", "H", "H", "H", "H", "H", "H", "H", "O", "C", "O", "C", "C", "C", "H", "H", "H", "H", "H", "H", "H", "H", "O", "C", "O", "C", "C", "C", "H", "H", "H", "H", "H", "H", "H", "H", "O", "C", "O", "C", "C", "C", "H", "H", "H", "H", "H", "H", "H", "H", "O", "C", "O", "C", "C", "C", "H", "H", "H", "H", "H", "H", "H", "H", "O", "C", "O", "C", "C", "C", "H", "H", "H", "H", "H", "H", "H", "H"], "coordinates": [[-2.104, -3.989, 5.563], [-1.563, -2.679, 4.960], [-0.693, -2.037, 5.549], [-2.045, -2.398, 3.863], [-3.056, -3.808, 6.064], [-1.287, -4.341, 6.193], [-2.192, -4.747, 4.785], [-3.794, 0.886, -0.353], [-4.581, -0.050, 0.525], [-5.803, -0.067, 0.388], [-3.927, -0.778, 1.246], [-2.915, 0.378, -0.747], [-3.635, 1.685, 0.371], [-4.471, 1.190, -1.151], [1.020, -4.805, 1.120], [0.143, -5.538, 2.094], [-1.023, -5.238, 2.147], [0.740, -6.478, 2.705], [1.914, -5.429, 1.110], [1.112, -3.773, 1.459], [0.502, -4.812, 0.161], [-3.010, -3.054, -4.203], [-3.667, -3.074, -2.896], [-4.612, -2.359, -2.719], [-3.286, -3.908, -2.037], [-3.092, -4.037, -4.665], [-1.999, -2.827, -3.863], [-3.459, -2.249, -4.785], [1.695, -0.676, 4.205], [2.794, -0.978, 3.221], [2.436, -1.790, 2.347], [3.937, -0.595, 3.430], [1.681, -1.387, 5.031], [0.787, -0.739, 3.605], [1.763, 0.373, 4.492], [-4.404, -4.024, 1.863], [-5.402, -4.777, 0.994], [-6.133, -4.057, 0.316], [-5.385, -6.022, 0.985], [-4.347, -4.540, 2.822], [-4.746, -3.000, 2.009], [-3.465, -3.925, 1.319], [-4.223, 4.970, 3.530], [-3.816, 5.020, 2.109], [-2.641, 5.354, 1.882], [-4.473, 4.381, 1.258], [-4.641, 3.973, 3.664], [-4.894, 5.814, 3.689], [-3.270, 5.006, 4.058], [1.001, 4.428, 6.055], [0.326, 3.608, 5.376], [0.221, 2.318, 5.623], [0.615, 1.755, 6.904], [-0.642, 1.595, 7.790], [-0.352, 4.071, 4.052], [1.379, 2.371, 7.379], [0.895, 0.703, 6.854], [-0.247, 1.116, 8.685], [-1.440, 1.017, 7.324], [-1.129, 2.557, 7.949], [-1.351, 3.641, 4.129], [0.243, 3.535, 3.313], [-0.462, 5.155, 4.096], [1.185, 5.267, 0.011], [2.133, 5.979, 0.369], [3.020, 6.548, -0.497], [3.067, 6.157, -1.885], [4.329, 5.337, -2.186], [2.221, 6.458, 1.862], [3.050, 7.083, -2.460], [2.256, 5.509, -2.217], [4.357, 4.510, -1.476], [5.270, 5.846, -1.976], [4.463, 4.978, -3.206], [2.260, 7.546, 1.819], [3.156, 6.080, 2.276], [1.331, 6.161, 2.416], [0.608, -4.710, -3.987], [1.503, -4.175, -3.357], [1.738, -2.820, -3.306], [2.766, -2.181, -2.505], [2.460, -2.209, -1.045], [2.478, -5.084, -2.632], [2.795, -1.188, -2.954], [3.759, -2.578, -2.718], [2.562, -3.171, -0.542], [1.514, -1.689, -0.895], [3.141, -1.489, -0.592], [2.833, -4.627, -1.709], [3.451, -5.327, -3.061], [1.928, -6.006, -2.445], [6.493, 2.282, 0.465], [5.752, 3.204, 0.715], [4.343, 3.163, 0.813], [3.620, 1.986, 0.649], [3.205, 1.722, -0.758], [6.282, 4.567, 0.829], [2.796, 2.128, 1.349], [4.215, 1.123, 0.947], [2.345, 2.286, -1.119], [2.835, 0.720, -0.975], [4.059, 1.795, -1.432], [6.862, 4.857, -0.047], [6.955, 4.705, 1.676], [5.472, 5.270, 1.022], [-0.109, -7.595, -0.487], [-1.210, -7.687, -0.955], [-1.713, -8.766, -1.509], [-1.057, -10.055, -1.483], [-1.100, -10.709, -0.047], [-2.068, -6.392, -1.147], [-0.027, -9.966, -1.828], [-1.499, -10.633, -2.294], [-0.778, -10.080, 0.784], [-0.586, -11.670, -0.028], [-2.147, -10.974, 0.098], [-3.118, -6.645, -1.289], [-1.673, -5.871, -2.020], [-1.892, -5.698, -0.325], [2.206, 3.854, -4.411], [1.172, 4.497, -4.357], [0.928, 5.534, -5.160], [1.829, 5.933, -6.192], [3.068, 6.665, -5.674], [0.208, 4.386, -3.213], [1.320, 6.580, -6.907], [2.159, 5.023, -6.693], [3.739, 5.908, -5.267], [2.919, 7.376, -4.861], [3.494, 7.202, -6.521], [-0.704, 3.910, -3.570], [0.098, 5.388, -2.796], [0.585, 3.755, -2.409], [-1.714, -0.524, -2.932], [-1.014, 0.308, -3.552], [-1.304, 0.871, -4.663], [-2.583, 0.737, -5.302], [-3.740, 1.398, -4.499], [0.240, 0.887, -2.910], [-2.804, -0.298, -5.566], [-2.453, 1.322, -6.212], [-4.620, 1.273, -5.129], [-3.597, 2.458, -4.290], [-3.801, 0.859, -3.553], [-0.052, 1.509, -2.064], [0.850, 1.490, -3.581], [0.693, 0.081, -2.332], [0.261, 0.977, 2.126], [-0.299, 1.193, 1.036], [-0.822, 0.190, 0.268], [-0.803, -1.157, 0.795], [-1.322, -2.184, -0.247], [-0.525, 2.534, 0.489], [-1.222, -1.264, 1.795], [0.218, -1.470, 1.014], [-2.331, -2.008, -0.618], [-1.301, -3.203, 0.140], [-0.734, -2.112, -1.162], [-0.144, 2.667, -0.524], [0.024, 3.334, 0.985], [-1.535, 2.935, 0.572]]}



Number 1: largest force on an atom 0.04808 Eh/bohr. Number 2: largest force on an atom 0.04968 Eh/bohr. Number 3: largest force on an atom 0.08787 Eh/bohr.